[1]
DFT (ωB97M-V/def2-TZVPD) results for a cluster of 13 separate species, C73H114Cl6N11O3 in total.

Structure (XYZ):
```
207
Properties=species:S:1:pos:R:3:lowdin_charge:R:1
C 9.82 -3.99 -0.49 -0.011
C 0.59 -0.14 -0.62 0.007
C -0.12 9.43 -1.64 -0.054
H 3.50 -2.45 0.42 -0.043
Cl 5.83 -2.10 0.15 -0.222
C 3.33 -0.83 2.46 -0.062
C -3.84 -5.11 -0.92 -0.095
C -2.58 -5.38 4.19 -0.058
H 4.79 1.09 1.01 0.050
H 1.89 8.01 -4.52 0.106
Cl -0.34 1.97 -3.67 -0.233
H 2.67 -0.47 -0.71 0.159
C -1.78 -1.68 -3.62 0.031
C 3.32 6.05 -3.23 -0.284
H 8.94 -5.52 -1.59 0.156
H 5.32 -4.81 1.24 0.017
C 1.77 -0.81 -4.22 -0.007
H -4.32 -2.59 -3.63 0.114
H -5.66 3.12 -0.25 -0.015
C 2.68 -3.05 0.00 -0.116
H -2.71 -5.57 5.29 0.104
H 4.88 3.59 4.63 0.113
H 7.31 -0.40 3.25 0.129
C 4.69 3.47 3.54 -0.022
N -0.03 -5.60 3.78 -0.210
H 0.92 -3.85 2.94 0.032
C -0.80 -2.00 -0.10 0.009
H -6.90 6.90 -3.25 0.103
H -7.67 5.27 -6.23 0.100
C 7.84 -5.06 0.38 -0.073
H 3.55 9.23 -3.50 0.082
H 5.39 5.43 -4.43 0.105
H 3.69 3.85 3.35 0.089
H 2.54 -1.19 -3.61 0.074
H -4.83 0.34 1.61 0.136
H -14.24 8.23 -0.71 0.143
H 0.50 9.06 -4.06 0.141
H -13.03 8.80 2.55 0.104
C -12.40 7.53 -1.73 0.091
C 2.64 6.91 -2.24 -0.138
H -5.95 -6.51 -0.48 0.109
H 0.93 -10.08 5.67 0.110
H -0.38 9.85 -0.67 0.092
C 1.68 -0.93 -0.61 -0.028
C 0.74 -2.78 -3.41 -0.005
C -11.15 7.04 -1.39 -0.121
C 10.96 -2.20 0.71 0.075
H -7.06 -5.32 -1.35 0.082
H -14.33 9.13 1.31 0.100
H 0.17 10.23 -2.34 0.086
H -6.38 -4.85 0.20 0.106
H 0.32 -3.87 0.01 -0.011
H 1.76 -3.21 -3.39 0.166
H -12.75 7.62 -2.73 0.130
H -3.70 2.82 -1.52 0.155
H 7.15 -4.10 2.23 0.108
C 5.40 -5.69 0.61 -0.001
H 2.48 5.44 -3.70 0.149
C 0.83 -7.97 3.18 -0.250
C 1.54 -5.07 5.79 -0.078
H 6.92 2.06 2.77 0.143
H 7.70 -7.27 -1.18 0.118
H -9.71 5.33 -5.57 0.130
H -0.47 -3.45 3.98 0.132
C -13.61 8.43 1.71 0.062
H 11.76 -2.85 0.49 0.089
H 0.60 7.64 -0.57 0.145
C -3.43 1.97 -0.84 0.024
H -11.12 7.82 1.95 0.162
H -1.77 -4.65 -0.84 0.077
H 5.43 4.02 2.97 0.103
C -0.66 -0.63 -0.35 -0.102
H 3.96 -0.47 1.59 0.041
N -5.03 -4.83 -1.40 -0.075
H -6.60 4.95 -4.77 0.042
C -2.72 -4.50 -1.37 -0.028
H 0.71 -6.20 1.96 0.069
C 6.26 -0.03 3.07 -0.186
H 2.04 -0.42 4.94 0.092
C -2.83 -0.08 0.82 -0.023
H 10.89 -1.88 1.75 0.100
C 1.49 8.65 -3.77 -0.150
C -8.79 6.96 -2.19 0.020
H 3.69 2.46 1.22 0.092
H 5.35 2.73 1.16 0.085
H 1.68 -8.48 2.59 0.144
N 1.56 -2.22 -0.31 -0.051
O 3.95 6.87 -4.09 -0.191
C 1.04 -9.78 4.61 -0.063
H 3.29 -6.33 0.79 0.126
C 3.28 -8.38 -0.79 0.018
H 0.58 6.23 -3.89 0.117
H 8.95 -2.47 2.30 0.143
C 0.31 6.67 -2.91 0.014
H -6.68 6.62 -5.57 0.108
H -2.39 -0.70 1.58 0.088
C -4.06 -3.20 -2.81 0.062
H -6.27 1.47 -0.62 0.119
H 3.58 -9.28 -1.42 0.124
H -0.68 -0.03 -4.56 0.025
C 2.56 9.74 -3.66 -0.049
N -12.72 7.99 0.54 -0.073
C 6.26 1.46 3.42 -0.108
C 0.21 -5.53 5.34 -0.156
C 6.74 -7.03 -0.78 0.031
C -1.42 -6.20 3.64 -0.170
H -1.52 1.57 -1.80 -0.046
H -3.90 -5.92 -0.19 0.154
C -5.69 2.11 0.08 -0.018
H 2.28 -0.51 2.43 0.096
H -2.39 -4.34 3.93 0.048
C 5.33 -0.80 4.01 -0.099
H 5.40 6.82 -5.56 0.089
H 10.65 -3.98 -1.16 0.147
C -1.89 0.25 -0.17 -0.108
H 2.41 6.30 -1.37 0.144
H -8.46 7.43 -1.36 0.095
H -3.50 -5.63 3.71 0.069
C 6.66 -6.00 0.15 -0.104
H 3.99 5.38 -2.73 0.130
O 3.02 1.60 4.49 0.243
C 4.85 2.03 3.09 -0.399
O 1.00 -8.37 4.48 -0.187
C 0.99 -6.47 2.96 -0.072
C -4.04 0.58 0.94 -0.003
N -4.32 1.54 0.07 -0.092
N 3.80 1.16 3.82 -0.008
C -10.16 6.64 -2.40 -0.147
H 1.44 -5.07 6.89 0.116
C 3.06 -0.81 5.03 -0.019
H 3.03 -3.63 -0.86 0.092
H 2.01 -10.08 4.17 0.102
C -0.37 -3.51 -2.97 -0.011
C 4.64 2.03 1.52 0.003
H -1.01 8.94 -1.96 0.064
H 2.15 -0.84 -5.28 0.136
H 2.45 -3.69 0.82 0.010
C -0.04 -4.21 3.28 -0.045
H 2.85 -8.67 0.18 0.096
H 5.73 -8.66 -1.72 0.153
H 3.56 -0.47 5.97 0.120
H -2.72 -1.22 -3.70 0.116
H -9.70 6.64 0.22 0.131
C 8.84 -4.94 -0.62 0.045
H -0.05 -8.30 2.69 0.111
H 6.53 1.66 4.47 0.135
C -2.22 1.29 -1.03 0.006
H 2.42 10.47 -2.87 0.078
C 0.33 -2.77 -0.11 -0.064
H -14.27 7.61 2.01 0.121
H -0.54 7.26 -3.21 0.090
H 5.99 -0.12 1.99 0.035
C -6.23 -5.48 -0.71 0.077
H 2.34 -5.68 5.47 0.053
C -9.56 5.78 -4.63 0.041
C -5.20 -3.84 -2.27 0.029
H 3.39 7.75 -2.04 0.167
Cl 0.66 -5.80 -0.90 -0.085
H 4.13 5.47 -5.64 0.110
C 4.77 6.16 -5.03 -0.036
C -1.62 -2.94 -3.00 -0.121
C 8.87 -3.23 1.53 -0.038
C -7.93 6.64 -3.22 -0.164
C -10.50 5.91 -3.54 0.066
H 1.68 -4.11 5.35 0.023
Cl -6.63 4.40 -2.27 -0.214
H -6.16 2.10 1.09 0.117
H -1.59 -6.27 2.57 0.125
C 4.30 -6.48 0.31 0.013
H -11.55 5.56 -3.73 0.147
H -0.55 -4.82 5.67 0.118
H 1.96 -6.05 3.25 0.031
H -1.81 -2.49 0.00 0.075
N 1.41 7.64 -2.60 -0.268
Cl 3.54 -4.18 3.07 -0.037
C -7.21 5.69 -5.34 0.026
H -0.63 -4.22 2.40 0.074
H -6.17 -3.66 -2.57 0.127
H 1.92 8.85 -0.88 0.125
C 1.02 8.41 -1.30 -0.116
H 1.46 0.22 -4.04 0.016
H 0.23 -10.23 4.05 0.091
H 2.74 10.24 -4.66 0.124
H 5.45 -1.87 3.92 0.111
N 4.47 -7.51 -0.54 -0.075
Cl -4.05 -3.04 1.43 -0.296
H 0.04 6.02 -2.08 0.121
C 5.66 -7.81 -1.05 -0.002
N 0.57 -1.59 -4.00 -0.070
C 7.88 -4.15 1.48 -0.017
H 2.55 -7.84 -1.42 0.051
H 10.91 -1.40 -0.06 0.126
C -2.81 -3.55 -2.32 -0.138
C -11.43 7.64 0.90 0.038
H 0.76 0.87 -0.92 0.110
H -0.13 -4.50 -2.49 -0.001
C -13.21 8.03 -0.66 0.028
H -1.35 -7.17 4.02 0.102
N -8.30 6.11 -4.39 -0.110
H -0.02 -6.51 5.80 0.136
C -10.66 7.03 -0.06 0.054
H 2.98 -1.91 5.14 0.092
C 3.85 -0.40 3.82 -0.442
H 3.35 -1.92 2.48 -0.029
C -0.69 -1.08 -4.13 -0.046
H 5.45 -0.41 5.03 0.122
N 9.74 -3.11 0.51 -0.062
```

Summary:
Maximum force: 6.1 eV Å⁻¹
Charge: +5

---

[2]
DFT (ωB97M-V/def2-TZVPD) results for a structure of composition C35H42MgN5O4SSi2.

Structure (XYZ):
```
90
Properties=species:S:1:pos:R:3:lowdin_charge:R:1
H -4.36 2.67 -1.57 0.108
C 2.87 -0.06 -0.16 -0.120
H -0.96 -0.99 5.88 0.027
H -0.63 0.69 6.33 0.024
C 2.71 -2.06 -3.18 -0.056
H -0.03 0.60 -2.66 0.109
H 3.51 -2.78 -3.29 0.120
H 1.89 1.46 3.92 0.015
H 3.88 -1.56 2.98 0.035
H -3.56 -1.62 0.05 0.093
H -2.31 -0.93 -4.15 0.131
H -1.23 -1.20 -1.41 0.051
C 2.79 -0.85 -3.85 -0.272
C 2.98 -0.99 3.22 -0.178
C 0.87 1.76 3.65 -0.160
O 4.13 1.01 -5.02 -0.376
H 4.70 -0.34 -1.25 0.110
Mg -0.21 -0.08 0.68 0.588
H 2.56 3.31 -1.83 0.108
H -2.68 1.06 4.53 0.026
C -3.23 0.98 -5.79 -0.505
H -2.50 2.90 -5.78 0.102
C -1.83 2.77 0.46 -0.177
S 4.29 -0.41 -4.74 0.398
C 0.45 2.67 -0.20 -0.222
Si 1.45 -2.08 3.04 0.429
H -0.68 5.87 -0.27 0.092
C 0.46 4.06 -0.37 -0.052
C -1.27 -1.83 2.40 -0.403
C 3.78 1.56 -1.62 -0.033
C 2.68 2.36 -1.33 -0.005
H -2.75 4.71 0.46 0.092
H 2.62 -3.83 1.69 0.036
H 3.08 -0.64 4.25 0.029
H -2.02 2.15 3.30 0.022
H 0.87 -4.04 1.63 0.032
N 1.79 0.68 0.10 0.067
C -0.70 1.97 0.23 -0.112
N -2.97 2.20 -6.34 0.164
C -3.37 0.77 -1.59 -0.134
C -3.55 -3.17 1.54 -0.077
C -0.05 -1.06 2.73 -0.394
C 1.67 -3.30 1.62 -0.168
O 5.34 -0.71 -3.77 -0.371
H 2.48 -3.67 4.62 0.029
H 0.89 2.11 2.61 0.018
C -0.69 4.80 -0.14 -0.105
H -3.34 0.68 -0.51 0.087
C 1.69 1.89 -0.47 -0.237
C -2.78 -0.12 -3.61 -0.064
H -2.74 2.30 0.82 0.073
C 1.77 0.08 -3.71 -0.055
H 0.71 -0.42 5.99 0.013
H 1.37 4.57 -0.65 0.098
C -2.10 1.10 3.60 -0.158
C -3.31 0.97 -4.29 -0.131
C 3.88 0.32 -1.00 -0.035
C -1.84 4.14 0.27 -0.111
H 1.64 -2.80 0.64 -0.009
H -4.43 -3.67 1.16 0.096
C -2.85 -3.65 2.64 -0.068
H 0.59 2.61 4.28 0.034
C -3.89 1.99 -3.56 -0.015
Si -0.38 0.37 3.87 0.436
H 0.74 -3.95 4.62 0.013
H 2.90 -1.03 0.34 0.097
H 1.41 -2.58 5.51 0.013
H 2.95 -0.11 2.57 0.008
H -4.31 2.85 -4.07 0.117
C -0.30 -0.13 5.69 -0.188
C 1.66 -2.31 -2.31 -0.041
H 1.86 1.02 -4.23 0.112
H 4.51 1.86 -2.35 0.115
N -0.31 -1.48 -1.08 0.067
C -1.72 -2.98 3.08 -0.025
C -3.06 -2.03 0.93 -0.136
N -1.97 -1.38 1.34 0.035
H -2.67 0.59 2.83 0.011
H -3.19 -4.53 3.17 0.104
O 4.31 -1.27 -5.92 -0.359
O -3.40 -0.02 -6.45 0.072
H -1.18 -3.32 3.95 0.091
N -2.79 -0.22 -2.28 0.068
C -3.93 1.89 -2.18 -0.040
C 1.50 -3.17 4.59 -0.184
C 0.72 -0.16 -2.84 -0.039
H 1.61 -3.24 -1.76 0.105
H -0.39 -2.45 -0.77 0.099
H -2.76 2.20 -7.33 0.109
C 0.68 -1.34 -2.11 -0.315
```

Summary:
Maximum force: 0.2 eV Å⁻¹
Charge: -1

---

[3]
DFT (ωB97M-V/def2-TZVPD) results for a structure of composition C18H20N3O4Tl.

Structure (XYZ):
```
46
Properties=species:S:1:pos:R:3:lowdin_charge:R:1
H -4.33 -2.06 2.87 0.075
C -2.96 -1.22 -1.67 -0.110
H 1.20 -1.62 3.00 0.088
H 0.16 -1.87 -0.74 0.061
C 3.56 1.03 1.55 -0.065
C 1.85 -0.85 2.60 -0.062
Tl -1.15 1.70 -0.75 0.904
H -0.44 -1.56 -2.37 0.089
C -1.16 -0.85 2.82 -0.056
C -1.97 -1.24 0.57 -0.223
H 1.95 0.62 -2.38 0.075
H -2.55 -1.25 4.41 0.082
H -3.35 -2.26 -1.70 0.080
H -3.74 -0.55 -1.32 0.089
C -3.38 -1.71 2.49 -0.148
H 4.26 1.75 1.12 0.089
H 3.33 -1.16 4.11 0.082
H 2.12 -0.64 -1.14 0.074
H 4.84 0.62 3.24 0.071
C -0.71 -1.93 -1.38 -0.079
C -3.16 -1.67 1.11 -0.060
C 1.41 -0.13 1.46 -0.243
H 3.54 0.31 -1.60 0.080
H -1.03 -2.99 -1.46 0.082
C -2.57 2.49 -3.60 -0.671
C -2.38 -1.28 3.34 -0.143
O -3.02 2.14 -2.47 -0.242
C 2.37 0.78 0.89 -0.209
H -0.40 -0.48 3.50 0.089
H -2.69 -0.92 -2.68 0.091
C -1.24 1.77 -4.05 -0.639
H 3.76 2.59 -0.86 0.069
C 2.45 0.35 -1.45 -0.072
N 0.21 -0.30 0.86 0.000
C 3.91 0.38 2.73 -0.156
C -0.89 -0.83 1.44 -0.286
N -1.78 -1.11 -0.84 -0.246
O -0.44 1.41 -3.11 -0.245
H 2.45 3.30 0.12 0.088
C 3.06 -0.59 3.22 -0.148
N 2.11 1.31 -0.40 -0.231
H 2.20 2.98 -1.62 0.085
O -3.07 3.33 -4.36 -0.044
O -1.03 1.58 -5.25 -0.030
H -3.98 -1.96 0.45 0.088
C 2.67 2.61 -0.70 -0.123
```

Summary:
Maximum force: 0.8 eV Å⁻¹
Charge: -2

---

[4]
DFT (ωB97M-V/def2-TZVPD) results for the molecule C5H9NO.

Structure (XYZ):
```
16
Properties=species:S:1:pos:R:3:lowdin_charge:R:1
H -0.93 -1.37 -1.06 0.133
H -0.40 -1.50 1.38 0.094
H -0.36 0.00 -2.04 0.132
N 0.25 2.73 -0.01 0.176
O -2.08 0.27 -0.90 -0.052
H 1.55 -1.54 -0.25 0.092
C -0.37 -0.41 1.41 -0.032
H -1.97 1.22 -0.71 0.091
C 0.17 0.10 0.07 -0.541
C 0.23 1.58 0.07 -0.189
C -0.80 -0.29 -1.07 -0.231
H -1.38 -0.04 1.59 0.090
H 2.25 -0.15 0.61 0.093
H 1.98 -0.06 -1.14 0.092
C 1.58 -0.44 -0.20 -0.040
H 0.27 -0.10 2.24 0.092
```

Summary:
Maximum force: 1.1 eV Å⁻¹
Energy relative to the best compared isomer or geometry (same formula, charge and spin): 94.1 kJ/mol
SMILES string: CC(C)(C#N)CO

---

[5]
DFT (ωB97M-V/def2-TZVPD) results for a structure of composition C24H45BeCl3N3O4Si.

Structure (XYZ):
```
81
Properties=species:S:1:pos:R:3:lowdin_charge:R:1
C -3.34 4.11 -0.48 -0.041
H 2.85 -1.07 1.22 0.062
H 0.39 -6.63 -1.01 0.026
C 1.67 5.66 0.11 -0.119
C 3.56 0.86 0.58 -0.217
C 1.99 3.79 1.60 -0.032
H 2.45 -1.17 -1.85 0.089
H 4.48 -1.08 0.50 0.065
H -2.99 3.45 1.99 0.076
C -1.74 2.73 -1.82 -0.016
H 0.69 -1.25 -1.49 -0.013
C 1.80 3.42 -0.79 -0.044
H -3.82 1.90 1.67 0.104
C 1.69 4.80 -0.99 -0.093
C 5.76 1.07 -0.65 -0.108
Si 0.33 -5.40 1.15 0.132
C 1.86 5.16 1.40 -0.098
C 2.16 1.42 0.80 -0.403
H -0.19 -7.55 2.21 0.030
C 0.76 -7.05 1.96 -0.223
H 4.23 -0.46 2.16 0.093
H -2.61 -0.91 0.35 -0.014
Cl 1.92 -4.04 0.94 0.276
H 1.71 2.72 -1.63 0.084
H 1.34 -6.92 2.88 0.024
C -3.67 -0.89 0.00 -0.378
H -0.64 2.69 -1.74 0.082
C -2.10 2.21 0.46 -0.399
C 1.99 2.93 0.50 -0.160
Cl -0.68 -1.62 0.36 0.308
H -0.13 -4.94 -1.26 0.025
H -4.56 -2.22 2.71 0.086
H -1.28 -6.15 -0.59 0.029
O -4.03 -0.13 -0.90 -0.011
H 5.89 0.01 -0.44 0.056
H -1.82 -5.02 2.39 0.027
H 1.50 6.74 -0.04 0.090
H -0.41 -4.47 3.32 0.038
H 1.98 1.30 1.89 0.082
H -6.01 -3.05 0.11 0.081
H 0.16 1.16 -4.37 0.129
H -3.20 4.74 0.41 0.082
C 3.80 -0.51 1.14 -0.040
Be -0.14 0.30 0.91 -0.436
C -5.81 -1.98 0.22 -0.067
H -2.10 1.74 -2.16 0.092
H -3.25 4.73 -1.38 0.082
H 2.08 3.34 2.59 0.120
H 1.90 5.83 2.26 0.093
N -2.33 3.07 -0.54 -0.116
C -0.23 -5.81 -0.60 -0.218
H 1.32 -1.99 -2.98 0.091
C 0.08 0.35 -3.61 -0.347
C 2.42 0.94 -3.22 -0.077
H -0.99 -3.48 1.97 -0.065
H 1.32 -7.72 1.28 0.021
N -4.44 -1.78 0.65 -0.192
H -6.51 -1.58 0.96 0.083
O 1.22 0.67 0.15 -0.223
Cl -0.28 0.33 2.92 0.123
H -5.96 -1.47 -0.74 0.080
C 1.45 -1.15 -2.29 -0.071
H 5.80 1.21 -1.74 0.068
C 4.47 1.58 -0.09 -0.141
O -0.98 -0.22 -3.35 0.004
H 4.30 2.65 -0.23 0.102
C -0.84 -4.51 2.31 -0.240
H 2.08 1.89 -3.67 0.080
O -1.29 1.26 0.24 -0.040
H 1.60 5.19 -2.01 0.095
H -2.26 1.91 2.55 0.022
C -4.00 -2.53 1.81 -0.057
H -4.35 3.67 -0.45 0.100
H -2.03 3.49 -2.53 0.084
N 1.27 0.09 -2.99 -0.183
H 3.13 0.47 -3.91 0.085
H 6.60 1.63 -0.22 0.068
H -2.93 -2.36 1.98 0.054
C -2.84 2.39 1.75 0.011
H -4.18 -3.61 1.66 0.082
H 2.95 1.15 -2.27 0.067
```

Summary:
Maximum force: 2.2 eV Å⁻¹
Energy relative to the best compared isomer or geometry (same formula, charge and spin): 0.0 kJ/mol
Charge: -1

---

[6]
DFT (ωB97M-V/def2-TZVPD) results for the molecule C18H20N2O2.

Structure (XYZ):
```
42
Properties=species:S:1:pos:R:3:lowdin_charge:R:1
H 4.94 2.36 -0.12 0.208
C 4.58 0.28 -0.10 -0.258
C 5.10 -0.48 -1.12 0.009
C -5.23 -1.57 0.30 -0.063
H -4.30 0.56 -1.25 0.032
N -2.66 1.01 0.49 0.150
C 4.75 -1.44 1.56 -0.117
H 5.87 -2.51 -1.33 0.010
C 4.36 -0.12 1.17 0.014
H -4.53 -1.80 -0.56 0.103
H -4.99 -0.66 2.36 0.167
H 5.61 -3.18 1.28 0.151
H -3.49 -1.34 1.36 0.111
C 1.69 0.06 -1.21 0.026
C -4.87 0.90 -0.51 -0.132
H 3.93 1.81 -1.47 0.103
H 4.68 -1.58 2.45 0.011
H 0.02 2.22 0.64 0.075
H -2.24 1.69 0.80 -0.010
H -6.56 -0.40 -1.21 0.088
C -4.36 -0.66 1.33 -0.195
H 0.04 -1.38 -1.68 0.086
C -0.49 0.30 -0.36 -0.124
C -1.90 0.03 -0.41 -0.349
C 5.34 -2.18 0.70 -0.080
H -4.21 1.45 1.42 0.208
H -5.23 1.97 -0.96 0.177
C 5.44 -1.88 -0.77 0.066
C 0.25 1.28 0.28 0.122
H 4.03 0.86 1.91 0.207
O -2.23 -1.02 -0.93 0.091
C 1.82 1.31 -0.40 -0.011
H -5.99 -2.19 0.76 0.086
C -6.01 -0.19 -0.30 -0.140
C -4.00 0.46 0.60 -0.455
C 4.05 1.66 -0.50 -0.145
O 2.70 3.08 0.75 0.043
H -6.80 0.15 0.16 0.025
N 0.41 -0.56 -1.34 0.145
H 5.10 -0.18 -2.01 0.034
H 2.46 -0.22 -1.76 0.056
C 2.93 2.09 -0.04 -0.527
```

Summary:
Maximum force: 18.4 eV Å⁻¹
Energy relative to the best compared isomer or geometry (same formula, charge and spin): 1506.0 kJ/mol
SMILES string: O=C(Cc1ccccc1)c1c[nH]c(C(=O)NC2CCCC2)c1

---

| no. | LUMO (eV) | frontier orbital gap (eV) |
| --- | --- | --- |
| 1 | -9.2251 | 6.32 |
| 2 | 2.0312 | 7.70 |
| 3 | 4.8090 | 5.80 |
| 4 | 0.7249 | 11.50 |
| 5 | 2.6771 | 7.94 |
| 6 | 0.0995 | 8.77 |